C9H36Fe2O21S3 | ωB97M-V with the def2-TZVPD basis set

Output
Spin multiplicity = 11
Energy relative to the best compared isomer or geometry (same formula, charge and spin) = 101.19 kcal/mol
F_max = 0.1748 Eh/bohr
Total charge = 0

Last column: Löwdin charge in e.
CARTESIAN COORDINATES (ANGSTROEM)
Fe (6.306, -10.493, 15.062)  1.097
Fe (4.861, -9.361, 10.990)  0.987
S (7.477, -10.189, 12.628)  0.478
S (3.961, -9.802, 14.121)  0.356
S (3.737, -8.827, 8.637)  0.311
O (3.838, -7.408, 8.458)  -0.289
O (8.875, -13.308, 11.747)  -0.121
O (3.263, -9.056, 9.972)  -0.364
O (7.097, -7.430, 16.096)  -0.161
O (7.879, -10.332, 16.422)  -0.138
O (7.496, -9.480, 13.890)  -0.333
O (2.590, -9.624, 14.519)  -0.217
O (9.590, -9.935, 9.800)  -0.122
O (5.057, -9.346, 9.123)  -0.374
O (4.140, -9.585, 12.691)  -0.332
O (6.746, -11.237, 13.384)  -0.351
O (5.015, -9.120, 14.811)  -0.323
O (3.165, -9.667, 7.584)  -0.284
O (4.511, -11.107, 14.544)  -0.339
O (11.616, -7.785, 12.383)  -0.112
O (6.555, -9.568, 11.674)  -0.285
O (5.106, -7.393, 11.201)  -0.148
O (4.546, -11.494, 10.759)  -0.154
O (11.228, -10.465, 12.854)  -0.151
O (8.712, -10.737, 12.109)  -0.276
O (6.575, -12.585, 15.765)  -0.146
C (8.678, -13.899, 13.002)  -0.161
C (7.427, -13.560, 16.176)  -0.136
C (6.581, -6.332, 15.373)  -0.131
C (10.712, -10.813, 9.619)  -0.144
C (5.416, -12.444, 10.129)  -0.058
C (10.302, -7.529, 11.964)  -0.174
C (9.209, -10.226, 16.046)  -0.116
C (11.973, -10.996, 13.949)  -0.113
C (4.349, -6.505, 12.050)  -0.054
H (12.219, -10.223, 14.677)  0.089
H (11.258, -10.753, 8.677)  0.080
H (6.143, -12.859, 10.826)  0.076
H (8.035, -7.295, 16.249)  0.070
H (4.796, -13.262, 9.761)  0.096
H (8.955, -12.358, 11.858)  -0.001
H (9.239, -10.249, 10.637)  -0.018
H (5.505, -6.484, 15.453)  0.084
H (7.277, -14.422, 15.526)  0.102
H (9.560, -9.202, 15.921)  0.102
H (7.963, -10.292, 17.378)  0.137
H (3.572, -7.044, 12.592)  0.094
H (11.467, -10.634, 10.384)  0.059
H (7.081, -13.860, 17.165)  0.098
H (5.936, -12.012, 9.274)  0.101
H (4.936, -6.028, 12.835)  0.077
H (12.824, -11.449, 13.441)  0.088
H (10.348, -10.841, 12.786)  0.028
H (5.719, -12.955, 15.993)  0.122
H (9.570, -7.950, 12.654)  0.060
H (6.985, -5.402, 15.773)  0.088
H (8.465, -13.270, 16.336)  0.099
H (11.502, -11.891, 14.356)  0.072
H (6.978, -6.579, 14.388)  0.078
H (7.725, -13.417, 13.219)  0.056
H (9.340, -10.711, 15.078)  0.077
H (10.154, -6.452, 12.045)  0.073
H (9.345, -13.510, 13.771)  0.064
H (11.706, -8.730, 12.521)  0.021
H (3.922, -5.656, 11.516)  0.106
H (3.703, -11.897, 10.977)  0.123
H (10.063, -7.653, 10.908)  0.078
H (5.406, -6.682, 10.630)  0.126
H (10.468, -11.857, 9.813)  0.071
H (9.884, -10.647, 16.791)  0.109
H (8.704, -14.988, 12.984)  0.093

***

C9H36N12O9 | ωB97M-V with the def2-TZVPD basis set

Output
Spin multiplicity = 1
Energy relative to the best compared isomer or geometry (same formula, charge and spin) = 17.80 kcal/mol
SMILES = NC(N)=O.NC(N)=O.NC(N)=O.NC(N)=O.NC(N)=O.NC(N)=O.CO.CO.CO
F_max = 0.0204 Eh/bohr
Total charge = 0

Last column: Löwdin charge in e.
CARTESIAN COORDINATES (ANGSTROEM)
O (-3.047, -5.457, 1.522)  0.017
O (3.519, -0.690, -2.533)  -0.128
O (1.437, 3.376, -0.199)  0.035
O (-1.638, 0.756, -0.775)  -0.001
O (-2.333, -1.837, -3.519)  -0.130
O (-1.605, -1.425, 4.027)  -0.152
O (2.437, -1.479, 0.302)  -0.015
O (4.561, 1.861, 1.874)  -0.002
O (-5.441, 3.561, -1.961)  0.005
N (-3.020, -3.875, 3.186)  0.151
N (3.986, 1.256, -0.223)  0.167
N (-3.999, 1.801, -2.102)  0.152
N (-3.305, 3.810, -1.221)  0.144
N (0.452, 3.532, 1.833)  0.150
N (-0.434, 4.682, 0.059)  0.155
N (5.983, 2.325, 0.150)  0.152
N (-0.708, -1.314, -0.860)  0.182
N (2.309, -2.163, 2.478)  0.175
N (-2.531, -3.302, 1.037)  0.148
N (0.388, 0.414, 0.189)  0.187
N (2.905, -3.634, 0.799)  0.175
C (2.545, -2.364, 1.147)  -0.620
C (4.828, 1.831, 0.679)  -0.676
C (-1.753, -0.632, -4.031)  -0.141
C (-1.901, -0.106, 3.507)  -0.108
C (-2.883, -4.311, 1.901)  -0.688
C (2.380, -1.306, -3.095)  -0.164
C (-4.328, 3.086, -1.770)  -0.684
C (-0.700, 0.005, -0.513)  -0.649
C (0.561, 3.845, 0.498)  -0.685
H (-0.689, -0.616, -3.800)  0.059
H (-3.316, -4.514, 3.899)  0.100
H (-1.064, 5.134, 0.694)  0.096
H (-2.931, -0.135, 3.158)  0.087
H (-4.626, 1.329, -2.723)  0.099
H (-1.822, -0.603, -5.122)  0.083
H (-3.186, 1.377, -1.676)  0.034
H (3.005, -3.755, -0.194)  0.109
H (0.388, 1.394, 0.414)  0.059
H (2.729, -4.435, 1.377)  0.107
H (3.117, 0.878, 0.099)  0.062
H (-0.342, 3.718, 2.415)  0.094
H (-2.211, -3.589, 0.133)  0.085
H (6.616, 2.930, 0.633)  0.101
H (-2.393, -2.364, 1.365)  0.073
H (-2.221, 0.258, -3.608)  0.062
H (-0.647, -1.507, 4.029)  0.071
H (-2.432, 3.374, -0.982)  0.059
H (-1.228, 0.092, 2.674)  0.063
H (2.506, -1.341, -4.176)  0.082
H (-1.457, -1.588, -1.477)  0.078
H (-3.133, -1.962, -4.037)  0.078
H (2.335, -1.222, 2.831)  0.112
H (-1.827, 0.643, 4.294)  0.076
H (6.203, 2.066, -0.795)  0.093
H (2.256, -2.346, -2.767)  0.073
H (1.234, 3.054, 2.248)  0.103
H (1.195, -0.167, 0.400)  0.044
H (0.099, -1.903, -0.755)  0.088
H (2.582, -2.910, 3.094)  0.103
H (-3.534, 4.740, -0.926)  0.092
H (3.402, -0.691, -1.575)  0.020
H (-2.525, -3.032, 3.456)  0.047
H (4.163, 1.252, -1.213)  0.091
H (1.461, -0.759, -2.865)  0.058
H (-0.375, 4.953, -0.906)  0.108

***

C9H36N13O12 | ωB97M-V with the def2-TZVPD basis set

Output
Spin multiplicity = 1
Energy relative to the best compared isomer or geometry (same formula, charge and spin) = 108.98 kcal/mol
F_max = 0.1406 Eh/bohr
Total charge = -1

Last column: Löwdin charge in e.
CARTESIAN COORDINATES (ANGSTROEM)
O (0.824, 7.414, -25.640)  -0.131
O (1.881, 4.548, -25.889)  -0.031
O (3.788, 3.127, -21.211)  -0.152
O (2.438, -1.730, -24.301)  -0.081
O (6.692, 1.217, -26.817)  0.021
O (-1.577, 3.508, -29.239)  0.031
O (1.425, -1.409, -28.059)  -0.023
O (-2.183, 2.349, -23.351)  0.025
O (2.943, 7.802, -30.222)  0.080
O (3.408, 3.676, -24.842)  -0.018
O (1.501, 2.743, -24.726)  -0.040
O (6.362, 7.110, -22.118)  -0.018
N (-0.350, 3.524, -27.421)  0.210
N (5.369, 5.567, -20.913)  0.182
N (5.297, 5.487, -23.112)  0.183
N (1.509, 6.821, -28.687)  0.159
N (-3.144, 1.214, -25.069)  0.162
N (6.001, 2.356, -25.017)  0.165
N (1.575, 0.492, -26.939)  0.167
N (3.550, 7.083, -28.287)  0.158
N (4.577, 1.222, -26.026)  0.157
N (0.969, 0.684, -28.946)  0.189
N (-1.013, 1.529, -25.006)  0.156
N (0.486, 3.803, -29.426)  0.161
N (2.245, 3.661, -25.135)  -0.580
C (-0.525, 3.651, -28.677)  -0.879
C (5.701, 6.071, -22.019)  -0.815
C (2.413, 2.952, -21.573)  -0.106
C (1.338, -0.145, -28.041)  -0.750
C (2.660, 7.304, -29.197)  -0.803
C (5.831, 1.652, -26.068)  -0.787
C (1.452, 8.662, -25.632)  -0.167
C (-2.166, 1.746, -24.411)  -0.780
C (1.927, -0.457, -24.032)  -0.199
H (1.334, 4.152, -29.002)  0.109
H (3.840, 1.528, -25.406)  0.057
H (2.577, 0.368, -24.325)  0.053
H (4.117, 2.309, -20.831)  0.083
H (-4.107, 1.412, -24.837)  0.118
H (1.422, 6.664, -25.611)  0.028
H (2.168, 3.684, -22.342)  0.073
H (2.296, 1.898, -21.825)  0.073
H (1.508, -0.077, -26.107)  0.058
H (4.661, 4.702, -23.116)  0.069
H (-3.014, 0.446, -25.712)  0.114
H (5.798, 5.799, -20.029)  0.124
H (3.342, -1.734, -23.977)  0.082
H (1.396, 6.450, -27.754)  0.068
H (1.679, 8.893, -26.672)  0.065
H (0.820, 9.467, -25.257)  0.076
H (1.802, 3.167, -20.697)  0.078
H (4.383, 0.661, -26.843)  0.107
H (4.466, 7.487, -28.421)  0.122
H (6.949, 2.344, -24.668)  0.125
H (0.687, 0.236, -29.806)  0.128
H (0.946, 1.683, -28.801)  0.074
H (-1.106, 3.249, -26.809)  0.114
H (-0.135, 1.854, -24.627)  0.064
H (3.301, 6.791, -27.353)  0.097
H (5.169, 2.766, -24.618)  0.068
H (5.443, 6.091, -23.908)  0.119
H (1.434, 1.492, -26.955)  0.086
H (0.963, -0.425, -24.540)  0.068
H (-1.114, 1.038, -25.884)  0.099
H (0.717, 6.959, -29.299)  0.116
H (0.322, 3.814, -30.423)  0.136
H (0.460, 3.954, -26.999)  0.060
H (1.693, -0.255, -22.987)  0.078
H (2.299, 8.615, -24.946)  0.083
H (4.631, 4.883, -20.820)  0.077

***

no.,electronic energy (eV)
1,-154187.9753
2,-46231.3763
3,-53859.3637